Density functional theory data (wB97M-V/def2-TZVPD) for a 6-piece molecular cluster, C6H22ClN8O9 overall in a non-equilibrium geometry.

Computed properties:
lowest unoccupied orbital energy = 2.2 eV
E_tot = -1817.07850 a.u.
energy relative to the best compared isomer or geometry (same formula, charge and spin) = 105.3 kcal/mol
net charge = -1

Bonds (Å) are listed after each position.
Element x y z (Å)
1 Cl 0.54 -0.31 -0.92  O6 1.489, O7 1.434, O8 1.445, O9 1.471
2 O 6.85 5.35 -2.32  C22 1.249
3 O -7.19 -2.17 0.03  C21 1.249
4 O 1.82 -3.67 5.16  C20 1.173
5 O -5.09 5.72 2.79  C23 1.443, H29 0.960
6 O -0.20 0.38 0.17  Cl1 1.489
7 O 1.86 0.21 -1.09  Cl1 1.434
8 O -0.28 0.01 -2.07  Cl1 1.445
9 O 0.69 -1.76 -0.73  Cl1 1.471
10 O 2.12 -4.34 -6.91  C24 1.223
11 N -6.32 -0.20 -0.46  C21 1.280, H30 1.010, H37 1.010
12 N 5.53 4.70 -0.55  C22 1.331, H28 1.010, H31 1.010
13 N 5.11 3.87 -2.51  C22 1.332, H33 1.010, H42 1.010
14 N 1.71 -4.56 -4.70  C24 1.346, H36 1.010, H39 1.010
15 N 1.10 -2.71 -5.76  C24 1.321, H26 1.010, H35 1.010
16 N 3.16 -4.26 3.57  C20 1.312, H25 1.010, H46 1.010
17 N -5.23 -1.87 -1.15  C21 1.315, H27 1.010, H43 1.010
18 N 3.69 -4.73 5.66  C20 1.326, H38 1.010, H41 1.010
19 C -3.14 4.28 3.46  C23 1.532, H34 1.090, H40 1.090, H45 1.090
20 C 2.87 -4.09 4.84  O4 1.173, N16 1.312, N18 1.326
21 C -6.30 -1.48 -0.51  O3 1.249, N11 1.280, N17 1.315
22 C 5.94 4.65 -1.82  O2 1.249, N12 1.331, N13 1.332
23 C -4.64 4.40 3.18  O5 1.443, C19 1.532, H32 1.090, H44 1.090
24 C 1.59 -3.93 -5.88  O10 1.223, N14 1.346, N15 1.321
25 H 4.06 -4.69 3.44  N16 1.010
26 H 0.88 -2.34 -4.85  N15 1.010
27 H -5.17 -2.82 -1.47  N17 1.010
28 H 4.53 4.60 -0.39  N12 1.010
29 H -6.05 5.70 2.85  O5 0.960
30 H -5.54 0.22 -0.94  N11 1.010
31 H 5.98 5.28 0.13  N12 1.010
32 H -5.10 4.30 4.17  C23 1.090
33 H 5.00 3.91 -3.51  N13 1.010
34 H -2.46 4.51 2.64  C19 1.090
35 H 0.92 -2.31 -6.67  N15 1.010
36 H 1.72 -5.56 -4.81  N14 1.010
37 H -6.88 0.34 0.20  N11 1.010
38 H 3.32 -5.09 6.52  N18 1.010
39 H 1.93 -3.94 -3.93  N14 1.010
40 H -2.66 3.33 3.70  C19 1.090
41 H 4.50 -5.18 5.26  N18 1.010
42 H 4.68 3.04 -2.11  N13 1.010
43 H -4.55 -1.18 -1.45  N17 1.010
44 H -4.81 3.61 2.46  C23 1.090
45 H -2.89 4.84 4.36  C19 1.090
46 H 2.42 -4.05 2.92  N16 1.010

Density functional theory data (wB97M-V/def2-TZVPD) for a 5-piece molecular cluster, C6H22NO4 overall in a non-equilibrium geometry.

Computed properties:
lowest unoccupied orbital energy = -2.7 eV
E_tot = -597.28209 a.u.
energy relative to the best compared isomer or geometry (same formula, charge and spin) = 28.2 kcal/mol
net charge = +1

Bonds (Å) are listed after each position.
Element x y z (Å)
1 O -1.63 -1.52 -2.16  H18 0.976, H26 0.967
2 O 1.83 -1.81 -2.27  H19 0.971, H33 0.967
3 O 1.61 -2.63 2.44  H13 0.964, H32 0.963
4 O -3.52 0.55 -1.97  H20 0.965, H27 0.969
5 N 0.12 -1.95 0.04  C8 1.513, H17 1.025, H23 1.034, H29 1.015
6 C -0.09 3.25 1.19  C9 1.498, C10 1.321, H21 1.085
7 C 0.84 1.22 -0.12  C9 1.521, C11 1.542, H24 1.101, H28 1.085
8 C -0.27 -0.82 0.96  N5 1.513, C11 1.534, H12 1.087, H25 1.080
9 C -0.18 2.33 0.01  C6 1.498, C7 1.521, H22 1.102, H30 1.099
10 C 0.81 3.28 2.16  C6 1.321, H16 1.073, H31 1.082
11 C 0.89 0.18 1.02  C7 1.542, C8 1.534, H14 1.088, H15 1.092
12 H -1.05 -0.32 0.39  C8 1.087
13 H 1.42 -3.50 2.81  O3 0.964
14 H 0.80 0.70 1.97  C11 1.088
15 H 1.86 -0.32 0.97  C11 1.092
16 H 0.70 4.01 2.94  C10 1.073
17 H 0.78 -2.54 0.56  N5 1.025
18 H -2.46 -1.10 -1.84  O1 0.976
19 H 1.92 -0.98 -2.76  O2 0.971
20 H -3.89 0.79 -2.83  O4 0.965
21 H -0.76 4.10 1.11  C6 1.085
22 H -0.07 2.97 -0.88  C9 1.102
23 H 0.58 -1.66 -0.84  N5 1.034
24 H 0.73 0.67 -1.07  C7 1.101
25 H -0.37 -1.28 1.94  C8 1.080
26 H -1.13 -0.74 -2.43  O1 0.967
27 H -3.34 1.42 -1.57  O4 0.969
28 H 1.83 1.66 -0.22  C7 1.085
29 H -0.70 -2.48 -0.24  N5 1.015
30 H -1.21 2.00 -0.17  C9 1.099
31 H 1.61 2.58 2.35  C10 1.082
32 H 2.43 -2.34 2.87  O3 0.963
33 H 1.45 -2.49 -2.85  O2 0.967

Density functional theory data (wB97M-V/def2-TZVPD) for a 5-piece molecular cluster, C6H22O5 overall in a non-equilibrium geometry.

Computed properties:
lowest unoccupied orbital energy = 0.3 eV
structure (SMILES) = CCO.CCO.CCO.O.O
E_tot = -617.90219 a.u.
energy relative to the best compared isomer or geometry (same formula, charge and spin) = 61.1 kcal/mol
net charge = 0

Bonds (Å) are listed after each position.
Element x y z (Å)
1 O 2.31 1.15 -2.70  H16 0.957, H33 0.957
2 O 0.73 0.15 -0.67  H20 0.957, H21 0.957
3 O 3.30 3.19 2.28  C6 1.411, H13 0.960
4 O -3.65 -1.40 -1.97  C7 1.359, H23 0.960
5 O 0.31 -1.79 0.52  C11 1.423, H19 0.960
6 C 2.38 2.81 1.28  O3 1.411, C8 1.485, H17 1.090, H28 1.090
7 C -2.63 -0.51 -1.85  O4 1.359, C10 1.547, H14 1.090, H22 1.090
8 C 1.47 1.76 1.81  C6 1.485, H15 1.090, H25 1.090, H32 1.090
9 C -1.30 -1.10 2.13  C11 1.553, H12 1.090, H30 1.090, H31 1.090
10 C -1.32 -1.22 -2.27  C7 1.547, H24 1.090, H27 1.090, H29 1.090
11 C -1.07 -1.91 0.83  O5 1.423, C9 1.553, H18 1.090, H26 1.090
12 H -2.24 -1.34 2.64  C9 1.090
13 H 4.00 2.54 2.35  O3 0.960
14 H -2.53 -0.16 -0.82  C7 1.090
15 H 0.92 1.31 0.99  C8 1.090
16 H 2.29 1.27 -1.76  O1 0.957
17 H 2.98 2.32 0.51  C6 1.090
18 H -1.34 -2.97 0.82  C11 1.090
19 H 0.79 -2.37 1.12  O5 0.960
20 H 0.05 0.37 -0.04  O2 0.957
21 H 0.81 -0.80 -0.62  O2 0.957
22 H -2.69 0.37 -2.49  C7 1.090
23 H -3.45 -2.01 -2.69  O4 0.960
24 H -1.32 -1.46 -3.33  C10 1.090
25 H 1.95 0.98 2.40  C8 1.090
26 H -1.68 -1.45 0.04  C11 1.090
27 H -1.15 -2.15 -1.73  C10 1.090
28 H 1.79 3.63 0.87  C6 1.090
29 H -0.53 -0.48 -2.17  C10 1.090
30 H -0.46 -1.26 2.81  C9 1.090
31 H -1.21 -0.02 2.00  C9 1.090
32 H 0.78 2.14 2.55  C8 1.090
33 H 1.69 0.43 -2.87  O1 0.957

Density functional theory data (wB97M-V/def2-TZVPD) for a 6-piece molecular cluster, C6H23Br2N2O4 overall in a non-equilibrium geometry.

Computed properties:
lowest unoccupied orbital energy = 2.0 eV
E_tot = -5800.94954 a.u.
net charge = -1

Bonds (Å) are listed after each position.
Element x y z (Å)
1 Br 2.50 -2.18 2.77  no bonds
2 Br 4.20 3.23 2.93  no bonds
3 O -1.22 0.53 2.61  C9 1.444, H36 0.960
4 O 2.94 0.79 -0.83  H21 0.957, H25 0.957
5 O -2.06 -1.61 -1.57  C13 1.428, C14 1.395
6 O -0.33 2.95 1.40  C12 1.392, H16 0.960
7 N 1.63 -1.51 -2.18  C10 1.460, H23 1.010, H27 1.010
8 N 1.70 1.07 1.49  H20 1.010, H22 1.010, H33 1.010, H37 1.010
9 C -1.95 1.77 2.65  O3 1.444, C12 1.528, H17 1.090, H18 1.090
10 C 0.20 -1.28 -2.41  N7 1.460, C11 1.540, C13 1.524, H30 1.090
11 C -0.15 -1.78 -3.82  C10 1.540, H15 1.090, H29 1.090, H32 1.090
12 C -0.87 2.85 2.68  O6 1.392, C9 1.528, H26 1.090, H35 1.090
13 C -0.68 -1.85 -1.30  O5 1.428, C10 1.524, H19 1.090, H31 1.090
14 C -2.86 -2.31 -0.66  O5 1.395, H24 1.090, H28 1.090, H34 1.090
15 H 0.02 -2.85 -3.98  C11 1.090
16 H -1.00 3.05 0.73  O6 0.960
17 H -2.65 1.82 3.49  C9 1.090
18 H -2.54 1.93 1.75  C9 1.090
19 H -0.42 -1.32 -0.38  C13 1.090
20 H 2.45 1.61 1.89  N8 1.010
21 H 2.56 1.18 -1.61  O4 0.957
22 H 0.85 1.62 1.47  N8 1.010
23 H 1.98 -0.91 -1.45  N7 1.010
24 H -3.80 -2.42 -1.19  C14 1.090
25 H 3.80 0.48 -1.11  O4 0.957
26 H -0.15 2.62 3.47  C12 1.090
27 H 2.16 -1.13 -2.95  N7 1.010
28 H -2.62 -3.32 -0.31  C14 1.090
29 H 0.42 -1.19 -4.54  C11 1.090
30 H 0.13 -0.20 -2.33  C10 1.090
31 H -0.49 -2.92 -1.26  C13 1.090
32 H -1.19 -1.54 -4.04  C11 1.090
33 H 1.62 0.23 2.04  N8 1.010
34 H -2.96 -1.76 0.28  C14 1.090
35 H -1.45 3.74 2.93  C12 1.090
36 H -1.82 -0.20 2.78  O3 0.960
37 H 2.03 0.82 0.57  N8 1.010